DFT (wB97M-V/def2-TZVPD) results for a structure of composition C18H37MoOP3S.

Values from the calculation:
Expectation value of S²: 2.191
F_max: 7.02 eV/Å
Frontier orbital gap (spin up / spin down): 5.73 / 5.97 eV
Spin multiplicity: 3
Net charge: +4
Total energy: -61826.2405 eV

Last column: Löwdin spin population.
Atoms and positions in Å:
1 Mo -0.11 -0.11 -0.69  0.94
2 P 1.64 0.83 0.62  0.00
3 P -1.81 1.53 -0.05  -0.01
4 P 0.63 1.17 -2.60  0.03
5 H -1.06 -2.67 -0.47  0.00
6 C -0.29 -2.36 -1.20  0.00
7 C 1.04 -2.07 -0.72  -0.08
8 H 1.31 -2.37 0.30  0.00
9 C 1.96 0.33 2.36  0.00
10 C 1.64 2.64 0.86  -0.01
11 C 3.32 0.58 -0.06  0.01
12 C -3.39 0.89 -0.69  0.01
13 C -2.22 1.90 1.70  0.00
14 C -1.74 3.24 -0.70  0.00
15 C 1.98 0.22 -3.40  0.01
16 C 1.36 2.85 -2.62  0.00
17 C -0.80 1.33 -3.73  0.02
18 H -0.41 -2.76 -2.20  0.00
19 H 1.88 -2.11 -1.42  0.00
20 H 2.08 -0.76 2.44  0.00
21 H 1.14 0.64 3.02  0.00
22 H 2.89 0.81 2.70  0.00
23 H 0.79 2.97 1.47  0.00
24 H 1.61 3.17 -0.09  0.00
25 H 2.56 2.92 1.38  0.00
26 H 3.53 -0.49 -0.19  0.00
27 H 4.05 0.99 0.66  0.00
28 H 3.46 1.09 -1.02  0.00
29 H -4.16 1.66 -0.55  0.00
30 H -3.66 -0.02 -0.13  0.00
31 H -3.29 0.65 -1.75  0.00
32 H -3.05 2.61 1.71  0.00
33 H -1.36 2.36 2.22  0.00
34 H -2.51 0.99 2.24  0.00
35 H -2.64 3.76 -0.35  0.00
36 H -1.73 3.25 -1.79  0.00
37 H -0.86 3.77 -0.32  0.00
38 H 2.09 0.58 -4.43  0.00
39 H 1.77 -0.85 -3.43  0.00
40 H 2.92 0.36 -2.86  0.00
41 H 1.57 3.13 -3.67  0.00
42 H 2.31 2.89 -2.07  0.00
43 H 0.68 3.59 -2.20  0.00
44 H -0.45 1.33 -4.77  0.00
45 H -1.36 2.25 -3.52  0.00
46 H -1.51 0.50 -3.61  0.00
47 C -0.71 -2.87 -5.90  0.07
48 C -1.84 -2.82 -6.76  0.31
49 C -1.97 -3.77 -7.79  0.08
50 C -1.03 -4.78 -7.96  0.06
51 C 0.05 -4.88 -7.07  0.32
52 C 0.19 -3.95 -6.03  0.13
53 S -0.29 -1.56 -4.82  0.01
54 H -1.03 -1.64 -3.65  0.00
55 H -2.57 -2.03 -6.62  0.01
56 H -2.82 -3.70 -8.48  0.00
57 H -1.11 -5.47 -8.80  0.00
58 H 0.78 -5.67 -7.20  0.01
59 H 1.02 -4.05 -5.32  0.00
60 O -1.04 -1.26 2.22  0.05
61 C -0.71 -0.81 1.18  0.03

---

DFT (wB97M-V/def2-TZVPD) results for a structure of composition C8H4F6FeN6O4S3.

Values from the calculation:
Expectation value of S²: 6.010
F_max: 0.83 eV/Å
Frontier orbital gap (spin up / spin down): 7.78 / 7.84 eV
Spin multiplicity: 5
Net charge: 0
Total energy: -108688.2100 eV

Last column: Löwdin spin population.
Atoms and positions in Å:
1 Fe 0.04 0.18 0.09  3.71
2 F 4.34 -2.15 0.80  0.00
3 C 4.57 -0.84 0.72  0.00
4 F 5.44 -0.47 1.64  0.00
5 F 5.02 -0.53 -0.48  0.00
6 S 2.99 0.06 0.99  0.01
7 O 2.02 -0.69 0.16  0.03
8 O 3.20 1.43 0.66  0.00
9 N 2.78 -0.24 2.53  0.00
10 S 1.34 -0.48 3.08  0.00
11 O 0.32 0.21 2.28  0.03
12 O 1.26 -0.31 4.49  0.00
13 C 0.98 -2.30 2.79  0.00
14 F 0.25 -2.75 3.81  0.00
15 F 0.28 -2.48 1.66  0.00
16 F 2.11 -3.00 2.72  0.00
17 N -0.79 6.65 0.28  0.01
18 C -0.30 5.60 0.17  0.00
19 N 0.31 4.44 0.07  0.03
20 C 0.06 3.24 -0.05  0.04
21 N -0.12 2.08 -0.16  0.05
22 S -2.24 -0.63 -0.09  0.06
23 C -2.48 -0.61 1.61  0.01
24 N -2.46 0.60 2.23  0.00
25 C -2.52 0.75 3.56  0.00
26 C -2.69 -0.34 4.34  0.00
27 C -2.77 -1.57 3.67  0.00
28 N -2.68 -1.70 2.35  0.00
29 H -2.27 1.40 1.63  0.00
30 H -2.43 1.76 3.95  0.00
31 H -2.73 -0.27 5.42  0.00
32 H -2.90 -2.49 4.23  0.00

---

DFT (wB97M-V/def2-TZVPD) results for a structure of composition C45H46Cl2N6O9SSiTi.

Values from the calculation:
F_max: 2.21 eV/Å
Frontier orbital gap: 2.32 eV
Net charge: -2
Total energy: -141658.0448 eV

Last column: Mulliken charge in e.
Atoms and positions in Å:
1 Ti -0.17 0.55 -0.04  -1.10
2 O -2.52 1.88 1.88  -0.22
3 S -1.07 2.24 1.80  0.83
4 O -0.78 3.39 2.62  -0.76
5 O -0.71 2.46 0.36  -0.52
6 O -0.23 1.04 2.15  -1.19
7 C 3.25 -0.17 -3.45  -1.03
8 O 3.57 1.08 -4.08  -0.42
9 C 4.68 1.72 -3.58  0.45
10 C 5.79 1.76 -4.42  -0.35
11 C 6.98 2.36 -4.04  -0.59
12 C 7.06 2.91 -2.76  -0.75
13 C 5.96 2.87 -1.93  -0.88
14 C 4.73 2.31 -2.31  0.52
15 N 3.73 2.35 -1.34  0.05
16 C 2.41 1.92 -1.33  -0.18
17 N 1.75 2.07 -2.46  0.05
18 C 0.37 1.92 -2.76  -1.06
19 C -0.56 1.35 -1.93  1.11
20 C -1.90 1.32 -2.36  -0.78
21 C -2.26 1.80 -3.59  -1.07
22 C -1.31 2.33 -4.45  -0.52
23 C 0.01 2.40 -4.03  1.16
24 O 1.03 2.93 -4.81  -0.45
25 C 0.97 2.60 -6.19  -1.03
26 N 1.89 1.47 -0.20  0.66
27 C 2.78 1.38 0.93  0.17
28 C 2.45 2.08 2.08  -1.19
29 C 3.14 1.92 3.28  -0.87
30 C 4.18 1.01 3.36  -0.95
31 C 4.60 0.35 2.21  -0.82
32 C 3.95 0.57 0.98  0.80
33 O 4.44 0.08 -0.19  0.89
34 C 5.46 -0.90 -0.17  -1.29
35 H 2.25 -0.44 -3.77  0.26
36 H 3.26 -0.13 -2.35  0.55
37 H 3.95 -0.94 -3.79  0.30
38 H 5.69 1.30 -5.39  0.46
39 H 7.82 2.38 -4.71  0.39
40 H 7.98 3.36 -2.42  0.39
41 H 6.03 3.29 -0.94  0.42
42 H 4.09 2.50 -0.41  0.52
43 H 2.29 2.38 -3.25  0.64
44 H -2.64 0.87 -1.72  0.55
45 H -3.29 1.75 -3.91  0.44
46 H -1.58 2.65 -5.45  0.27
47 H 1.98 2.72 -6.58  0.24
48 H 0.30 3.26 -6.73  0.35
49 H 0.65 1.57 -6.33  0.44
50 H 1.61 2.74 2.05  0.44
51 H 2.81 2.46 4.15  0.43
52 H 4.69 0.83 4.29  0.42
53 H 5.43 -0.31 2.25  0.50
54 H 5.58 -1.22 -1.20  0.25
55 H 5.18 -1.75 0.44  0.35
56 H 6.40 -0.49 0.18  0.32
57 O -1.80 -0.04 0.43  1.39
58 Si -3.01 -0.12 1.56  2.42
59 C -4.74 0.56 1.13  0.49
60 C -5.48 0.02 0.08  -0.37
61 C -6.79 0.41 -0.18  -0.93
62 C -7.40 1.36 0.63  -0.49
63 C -6.68 1.93 1.67  -0.77
64 C -5.37 1.54 1.92  -0.72
65 C -3.37 -2.03 1.16  0.00
66 C -4.62 -2.66 1.29  -0.07
67 C -4.84 -3.98 0.92  -0.94
68 C -3.80 -4.75 0.41  -0.84
69 C -2.55 -4.15 0.26  -0.85
70 C -2.36 -2.83 0.63  -0.55
71 C -2.98 -0.33 3.52  0.53
72 C -2.34 0.54 4.44  0.14
73 C -2.49 0.41 5.81  -1.02
74 C -3.30 -0.58 6.35  -0.49
75 C -3.92 -1.47 5.48  -0.91
76 C -3.74 -1.36 4.11  -0.39
77 H -5.02 -0.73 -0.56  0.74
78 H -7.34 -0.04 -0.99  0.44
79 H -8.43 1.65 0.45  0.35
80 H -7.14 2.69 2.30  0.39
81 H -4.81 1.99 2.72  0.30
82 H -5.47 -2.11 1.67  0.61
83 H -5.82 -4.42 1.03  0.39
84 H -3.96 -5.77 0.11  0.35
85 H -1.73 -4.71 -0.16  0.48
86 H -1.38 -2.40 0.47  0.20
87 H -1.71 1.34 4.07  0.24
88 H -1.96 1.10 6.46  0.44
89 H -3.44 -0.65 7.42  0.33
90 H -4.55 -2.26 5.87  0.42
91 H -4.22 -2.08 3.48  0.32
92 Cl -2.51 -1.35 -5.54  -0.39
93 C -2.81 -2.27 -4.03  -0.05
94 Cl -0.22 -1.34 -1.64  -0.38
95 H -1.94 -2.27 -3.38  -0.34
96 H -3.75 -2.01 -3.56  -0.06
97 C 0.92 -4.15 3.03  -1.21
98 N 0.92 -3.29 1.87  0.55
99 C 1.92 -3.42 0.84  -0.43
100 C 1.96 -2.02 0.25  -1.52
101 O 2.68 -1.68 -0.65  -0.29
102 N 1.04 -1.21 0.95  2.03
103 C 0.55 -1.98 1.92  -1.12
104 N -0.20 -1.55 2.94  -0.10
105 H 1.14 -5.15 2.72  0.42
106 H -0.05 -4.16 3.51  0.30
107 H 1.65 -3.83 3.77  0.34
108 H 1.65 -4.12 0.06  0.26
109 H 2.89 -3.69 1.25  0.33
110 H -0.42 -0.56 2.89  -0.01
111 H -1.01 -2.11 3.17  0.39

---

DFT (wB97M-V/def2-TZVPD) results for a cluster of 3 separate species, C4H15NO3 in total.

Values from the calculation:
F_max: 6.59 eV/Å
Frontier orbital gap: 9.29 eV
SMILES: C[C@H](O)[C@@H](C)N.O.O
Net charge: 0
Total energy: -12021.8876 eV

Last column: natural (NBO) charge in e.
Atoms and positions in Å:
1 C -0.45 -0.76 0.80  -0.67
2 C 0.14 0.46 0.01  -0.07
3 C 0.69 1.72 0.77  0.09
4 C 2.08 1.39 1.38  -0.65
5 O 0.04 2.47 1.68  -0.69
6 N -0.70 0.86 -1.13  -0.89
7 H -0.86 -0.46 1.77  0.20
8 H 0.35 -1.55 1.02  0.20
9 H -1.31 -1.07 0.07  0.25
10 H 1.03 0.02 -0.56  0.18
11 H 0.77 2.57 -0.03  0.17
12 H 2.78 2.06 0.91  0.22
13 H 2.44 0.36 1.38  0.21
14 H 2.05 1.70 2.47  0.22
15 H -0.61 1.77 2.08  0.45
16 H -1.21 1.71 -0.97  0.37
17 H -1.18 0.14 -1.71  0.40
18 H -2.72 -2.22 -1.13  0.48
19 H -1.84 -2.75 -2.30  0.49
20 O -2.06 -1.99 -1.79  -0.96
21 H 0.47 -2.06 -1.49  0.47
22 H 0.55 -2.92 -0.32  0.46
23 O 0.70 -3.02 -1.27  -0.93

---

DFT (wB97M-V/def2-TZVPD) results for a cluster of 3 separate species, C20H33Br3N4O13PS in total.

Values from the calculation:
F_max: 4.09 eV/Å
Frontier orbital gap: 8.21 eV
Net charge: +1
Total energy: -284096.2512 eV

Last column: Mulliken charge in e.
Atoms and positions in Å:
1 C -1.69 -3.37 -3.51  -1.27
2 C -0.41 -3.83 -2.70  0.31
3 Br 0.37 -5.28 -3.81  -0.03
4 C 0.55 -2.59 -2.50  -1.13
5 Br 2.36 -2.76 -3.31  0.08
6 N 0.57 -2.02 -1.18  0.78
7 C 0.92 -2.44 0.09  0.96
8 N 1.35 -3.66 0.44  -0.20
9 Br 1.79 -3.86 2.26  0.07
10 C 1.52 -4.86 -0.34  0.12
11 O 0.38 -5.68 -0.09  -0.34
12 C 0.69 -7.07 -0.29  -0.33
13 O 1.56 -7.29 -1.37  -0.30
14 C 2.77 -7.98 -1.02  -0.41
15 C 3.99 -7.29 -1.76  -0.22
16 O 4.97 -6.92 -0.77  -0.55
17 N 0.82 -1.49 1.06  -0.59
18 C 0.35 -0.41 0.37  -0.07
19 P 0.02 1.18 1.27  0.72
20 O 0.22 2.53 0.37  -0.41
21 O 0.97 1.28 2.60  -0.44
22 S -1.84 1.12 1.80  -0.40
23 N 0.20 -0.73 -0.92  -0.02
24 C -0.32 0.31 -1.81  -1.16
25 C 0.90 1.07 -2.47  0.38
26 C 0.51 1.58 -3.90  0.16
27 O 0.41 0.79 -4.78  -0.42
28 O 0.31 2.93 -4.08  -0.47
29 H -1.92 -2.33 -3.16  0.30
30 H -2.56 -3.98 -3.23  0.39
31 H -1.51 -3.33 -4.60  0.39
32 H -0.80 -4.20 -1.74  0.46
33 H 0.11 -1.81 -3.17  0.39
34 H 2.37 -5.42 0.11  0.04
35 H 1.76 -4.74 -1.41  0.01
36 H 1.02 -7.53 0.67  0.37
37 H -0.28 -7.56 -0.54  0.25
38 H 3.02 -7.96 0.05  0.35
39 H 2.69 -9.01 -1.44  0.35
40 H 4.51 -8.02 -2.41  0.32
41 H 3.68 -6.38 -2.31  0.10
42 H 4.61 -6.23 -0.20  0.30
43 H 1.18 2.67 0.28  0.29
44 H 1.87 0.97 2.35  0.38
45 H -0.87 -0.11 -2.67  0.33
46 H -1.03 1.01 -1.32  0.47
47 H 1.69 0.31 -2.63  0.25
48 H 1.24 1.95 -1.89  0.07
49 H 1.19 3.33 -4.11  0.37
50 C 1.57 7.76 1.53  -1.52
51 C 1.64 6.26 1.72  0.70
52 C 1.51 5.81 3.15  -0.46
53 O 2.21 4.56 3.13  -0.31
54 C 3.13 4.64 2.14  0.66
55 O 4.00 3.85 1.97  -0.56
56 O 2.93 5.74 1.37  -0.35
57 H 1.82 8.02 0.50  0.37
58 H 0.58 8.14 1.76  0.39
59 H 2.30 8.26 2.16  0.36
60 H 0.90 5.77 1.08  0.11
61 H 0.47 5.68 3.45  0.33
62 H 2.01 6.48 3.86  0.30
63 C -6.51 2.85 2.52  -1.40
64 C -5.97 4.26 2.60  0.52
65 C -4.56 4.41 2.09  -0.31
66 O -4.09 5.53 2.82  -0.32
67 C -4.78 5.56 4.00  0.61
68 O -4.51 6.26 4.92  -0.51
69 O -5.81 4.68 3.97  -0.36
70 H -7.47 2.79 3.04  0.36
71 H -6.66 2.56 1.48  0.38
72 H -5.84 2.14 3.00  0.33
73 H -6.65 4.96 2.11  0.25
74 H -4.52 4.60 1.02  0.31
75 H -3.92 3.55 2.32  0.16